Entry 1:
{
  "formula": "CH3ClFPS",
  "method": "ωB97M-V with the def2-TZVPD basis set",
  "homo_ev": -8.1,
  "e_lumo_ev": -2.0,
  "gap_ev": 6.1,
  "species": ["C", "F", "P", "S", "Cl", "H", "H", "H"],
  "xyz": [[-0.08, 1.11, 0.57], [0.84, 0.43, -1.76], [-0.59, 0.40, -1.08], [-0.39, -3.84, -0.33], [0.08, -1.80, -0.23], [0.09, 2.14, 0.50], [-0.74, 0.82, 1.33], [0.79, 0.74, 0.99]]
}

Entry 2:
{
  "formula": "C6H16N2",
  "method": "ωB97M-V with the def2-TZVPD basis set",
  "homo_ev": -8.2,
  "e_lumo_ev": 0.8,
  "gap_ev": 9.0,
  "species": ["N", "C", "C", "C", "N", "C", "C", "C", "H", "H", "H", "H", "H", "H", "H", "H", "H", "H", "H", "H", "H", "H", "H", "H"],
  "xyz": [[2.39, -0.88, -0.80], [1.68, 0.24, -0.20], [2.76, 0.93, 0.64], [0.44, -0.34, 0.60], [-0.50, -0.35, -0.98], [-2.56, -1.13, 0.28], [-1.97, -0.04, -0.79], [-2.13, 1.34, -0.35], [2.87, -1.59, -0.27], [2.01, -1.25, -1.70], [1.37, 0.84, -1.08], [3.18, 0.02, 1.30], [2.37, 1.82, 1.29], [3.65, 1.33, 0.00], [0.95, -0.95, 1.35], [-0.06, 0.42, 1.15], [-0.14, -1.14, -0.03], [-2.49, -0.67, 1.32], [-3.64, -1.56, 0.19], [-1.71, -1.85, 0.30], [-2.31, -0.33, -1.81], [-1.00, 1.53, 0.08], [-2.31, 2.15, -1.07], [-2.85, 1.46, 0.55]]
}

Entry 3:
{
  "formula": "C44H40HfN5O2P2S3",
  "method": "ωB97M-V with the def2-TZVPD basis set",
  "homo_ev": -14.6,
  "e_lumo_ev": -8.6,
  "gap_ev": 6.1,
  "charge": 3,
  "species": ["Hf", "C", "N", "C", "P", "C", "C", "C", "C", "C", "C", "C", "C", "C", "C", "C", "C", "C", "C", "C", "C", "C", "C", "P", "C", "C", "C", "C", "C", "C", "C", "C", "C", "C", "C", "C", "H", "H", "H", "H", "H", "H", "H", "H", "H", "H", "H", "H", "H", "H", "H", "H", "H", "H", "H", "H", "H", "H", "H", "H", "H", "H", "H", "H", "H", "S", "C", "C", "N", "C", "H", "H", "H", "N", "C", "C", "C", "C", "C", "C", "S", "O", "O", "N", "C", "S", "C", "C", "N", "H", "H", "H", "H", "H", "H", "H", "H"],
  "xyz": [[-0.80, -0.05, 0.62], [-0.56, 3.39, 1.88], [0.21, 2.77, 2.93], [-0.57, 1.95, 3.83], [-0.52, 0.16, 3.34], [-1.71, -0.74, 4.35], [-2.79, -0.09, 4.95], [-3.70, -0.82, 5.70], [-3.54, -2.19, 5.84], [-2.47, -2.84, 5.24], [-1.56, -2.12, 4.49], [1.12, -0.44, 3.76], [2.11, -0.43, 2.79], [3.42, -0.78, 3.10], [3.73, -1.14, 4.40], [2.74, -1.17, 5.38], [1.44, -0.81, 5.07], [1.37, 3.44, 3.45], [1.81, 4.66, 2.95], [2.96, 5.26, 3.46], [3.68, 4.65, 4.48], [3.25, 3.43, 4.97], [2.11, 2.82, 4.46], [-0.17, 2.62, 0.23], [1.54, 3.04, -0.17], [1.82, 3.82, -1.29], [3.14, 4.09, -1.64], [4.18, 3.58, -0.87], [3.90, 2.80, 0.25], [2.59, 2.52, 0.59], [-1.21, 3.43, -1.00], [-1.55, 2.75, -2.17], [-2.31, 3.38, -3.15], [-2.75, 4.68, -2.95], [-2.42, 5.36, -1.79], [-1.65, 4.74, -0.82], [-0.40, 4.46, 1.82], [-1.63, 3.26, 2.05], [-1.61, 2.28, 3.86], [-0.19, 2.01, 4.86], [-2.93, 0.98, 4.87], [-4.53, -0.32, 6.18], [-4.25, -2.76, 6.44], [-2.34, -3.91, 5.36], [-0.73, -2.63, 4.02], [1.89, -0.12, 1.77], [4.18, -0.76, 2.34], [4.75, -1.42, 4.66], [3.00, -1.45, 6.39], [0.68, -0.83, 5.84], [1.31, 5.17, 2.14], [3.28, 6.21, 3.06], [4.56, 5.13, 4.88], [3.80, 2.94, 5.76], [1.83, 1.86, 4.85], [1.02, 4.24, -1.89], [3.36, 4.71, -2.50], [5.20, 3.79, -1.14], [4.71, 2.43, 0.87], [2.39, 1.95, 1.49], [-1.24, 1.73, -2.34], [-2.55, 2.85, -4.06], [-3.34, 5.17, -3.72], [-2.76, 6.38, -1.64], [-1.39, 5.31, 0.07], [2.71, -0.16, -2.57], [2.91, -1.43, -1.44], [1.93, -1.40, -0.51], [1.03, -0.36, -0.68], [1.34, 0.36, -1.74], [3.73, -2.13, -1.53], [1.81, -2.10, 0.30], [0.79, 1.22, -2.07], [-4.76, -7.32, -0.55], [-4.16, -6.16, -0.33], [-4.59, -5.30, 0.71], [-3.97, -4.10, 0.93], [-2.89, -3.73, 0.11], [-2.44, -4.57, -0.93], [-3.06, -5.76, -1.14], [-2.12, -2.27, 0.39], [-0.62, -2.34, 0.48], [-2.58, -1.53, 1.57], [-2.13, -1.10, -0.78], [-3.13, -0.13, -0.70], [-4.57, 0.10, -1.54], [-4.81, 1.58, -0.69], [-3.78, 1.84, 0.15], [-2.81, 0.85, 0.15], [-5.54, -7.63, 0.02], [-4.46, -7.94, -1.28], [-5.42, -5.60, 1.33], [-4.31, -3.45, 1.73], [-1.60, -4.27, -1.55], [-2.72, -6.41, -1.93], [-5.69, 2.18, -0.85], [-3.68, 2.71, 0.78]]
}

Entry 4:
{
  "formula": "C6H14NO",
  "method": "ωB97M-V with the def2-TZVPD basis set",
  "homo_ev": [-3.0, -6.7],
  "e_lumo_ev": [0.0, -0.1],
  "spin_multiplicity": 2,
  "gap_ev": [3.0, 6.5],
  "s2": 0.763,
  "species": ["C", "C", "C", "C", "C", "C", "N", "H", "H", "H", "H", "H", "H", "H", "H", "H", "H", "H", "H", "H", "H", "O"],
  "xyz": [[1.70, -0.93, 0.33], [1.39, -0.27, 1.62], [0.16, 0.62, 1.63], [-0.53, 1.01, 0.48], [-1.73, 1.85, 0.46], [-2.04, 2.71, -0.53], [0.52, -1.72, -0.07], [2.54, -1.67, 0.42], [1.92, -0.27, -0.44], [1.29, -0.99, 2.43], [2.29, 0.27, 2.01], [-0.20, 0.82, 2.62], [-0.15, 0.79, -0.55], [-2.25, 1.89, 1.39], [-1.47, 2.70, -1.47], [-2.88, 3.39, -0.52], [0.12, -2.15, 0.77], [0.78, -2.26, -0.91], [-0.11, -1.05, -0.55], [-0.14, -2.26, -3.16], [-0.89, -0.96, -3.27], [-0.34, -1.49, -2.67]]
}

Number 1: energy -36447.60197 eV. Number 2: energy -9455.03802 eV. Number 3: energy -110191.77834 eV. Number 4: energy -9981.63923 eV.